ORCA calculation (ωB97M-V/def2-TZVPD) on 4 unconnected molecules or ions with the total composition C43H62FN8O7P at a distorted geometry.

Each line ends with the Löwdin charge.
Cartesian coordinates (Å):
C -3.4241 2.6237 4.5142  -0.001
C -2.6386 3.3843 3.5900  -0.177
C -1.9764 2.7130 2.2799  -0.084
C -2.8852 2.4967 1.0170  -0.128
P -4.6492 3.1131 1.1529  0.698
N -5.4409 3.2210 -0.2420  -0.189
O -4.7712 4.7099 1.8153  -0.204
O -5.5671 1.9995 2.1137  -0.247
C -2.2008 1.7888 -0.1975  -0.071
C -3.1425 1.5001 -1.4878  -0.185
C -3.2585 2.7585 -2.4727  -0.182
C -4.1457 2.4684 -3.7833  -0.159
C -3.9836 1.1401 -4.5679  -0.034
C -4.8494 0.8846 -5.8422  -0.076
C -5.8734 1.9531 -6.3697  -0.079
C -6.0093 3.2905 -5.5515  -0.074
C -5.1430 3.5634 -4.2768  -0.025
C -0.6816 1.3585 -0.2156  -0.023
C -0.2206 0.7125 -1.5776  -0.150
C 1.2746 0.2530 -1.7661  -0.221
N 1.5964 -0.2820 -3.1240  -0.110
C 0.8406 -1.5360 -3.4496  -0.221
C 0.0890 -1.2653 -4.8778  -0.087
C 3.0318 -0.6715 -3.1549  -0.361
C 3.7317 -1.6552 -2.0947  -0.014
O 3.7666 -0.2039 -4.0812  0.023
C 0.2017 1.6414 1.0647  -0.089
N 1.5980 1.2898 1.0489  0.146
C 2.2747 1.5964 2.2410  -0.135
F 3.6761 1.3151 2.2835  0.014
C 1.5602 2.2101 3.4696  -0.129
C 2.4868 2.4996 4.7696  -0.135
C 3.2586 1.1930 5.3037  -0.195
C 2.9717 0.8930 6.8575  -0.224
N 3.6050 -0.4547 7.1569  -0.089
C 2.5832 -1.4966 6.8262  -0.208
C 3.1368 -2.7457 5.9954  -0.082
C 2.0763 -3.5027 5.1034  -0.031
C 2.4089 -4.7448 4.2431  -0.084
C 3.8697 -5.2895 4.2465  -0.080
C 4.9297 -4.5407 5.1074  -0.007
C 4.5896 -3.2843 5.9974  -0.198
O 5.6012 -2.6635 6.7978  -0.044
N 0.1969 2.5837 3.5812  0.146
C -0.4456 2.2927 2.3166  -0.113
H -4.1388 3.1389 5.2538  0.077
H -3.3778 1.4718 4.5657  0.085
H -2.4732 4.4860 3.8649  0.109
H -6.2620 2.5916 -0.2471  -0.007
H -3.8733 5.1136 1.8751  0.058
H -5.8195 1.3022 1.4350  0.042
H -4.1543 1.1712 -1.0313  0.110
H -2.7967 0.6090 -2.1091  0.080
H -3.5774 3.7053 -1.9217  0.091
H -2.1866 2.9582 -2.8710  0.115
H -3.2489 0.3215 -4.2736  0.079
H -4.7540 -0.0707 -6.4711  0.082
H -6.4854 1.7313 -7.3077  0.079
H -6.7271 4.0996 -5.9139  0.077
H -5.2316 4.5552 -3.7012  0.099
H -0.9094 -0.1974 -1.7829  0.114
H -0.4783 1.4612 -2.4253  0.131
H 1.9621 1.1635 -1.5627  0.138
H 1.5395 -0.5092 -0.9385  0.116
H 0.1068 -1.8818 -2.6466  0.117
H 1.5465 -2.4283 -3.6583  0.118
H 0.8393 -1.4827 -5.7178  0.078
H -0.8715 -1.9047 -4.9770  0.077
H -0.1462 -0.1440 -4.8914  0.069
H 4.8311 -1.8472 -2.3216  0.093
H 3.1635 -2.6376 -1.9317  0.065
H 3.6854 -1.0981 -1.0778  0.087
H 3.2327 3.3281 4.4633  0.123
H 1.8194 2.9658 5.5930  0.119
H 2.9848 0.2982 4.6486  0.108
H 4.3881 1.3771 5.1684  0.122
H 1.8719 0.9464 7.1545  0.123
H 3.5338 1.6804 7.4681  0.119
H 4.3623 -0.5220 6.4578  0.074
H 2.0864 -1.9101 7.7751  0.132
H 1.7841 -0.9941 6.1505  0.111
H 0.9864 -3.1271 5.1028  0.099
H 1.6258 -5.2987 3.6313  0.083
H 4.1015 -6.2147 3.6241  0.079
H 6.0022 -4.9593 5.0594  0.097
H 6.1834 -2.1846 6.1519  0.119
C 5.0450 2.0867 -5.6951  -0.083
N 6.2527 2.0646 -6.4949  0.004
C 6.9974 3.1178 -6.9267  -0.559
C 6.5470 4.5034 -6.5494  -0.018
O 8.0008 2.9213 -7.6013  0.015
H 5.2290 1.5167 -4.7836  0.063
H 4.2497 1.6015 -6.2641  0.084
H 4.7396 3.0986 -5.4352  0.076
H 6.6173 1.1694 -6.7872  0.141
H 7.2406 5.2349 -6.9660  0.082
H 5.5527 4.6993 -6.9566  0.083
H 6.5403 4.6136 -5.4629  0.083
C 5.0062 -6.5328 -0.6746  -0.076
N 4.0317 -5.7157 -1.3654  0.004
C 3.3669 -5.9920 -2.5211  -0.549
C 3.6495 -7.3030 -3.2028  -0.011
O 2.5672 -5.1826 -2.9741  0.018
H 4.6326 -6.7343 0.3318  0.078
H 5.9378 -5.9674 -0.6021  0.085
H 5.1930 -7.4745 -1.1869  0.076
H 3.7896 -4.8195 -0.9676  0.128
H 3.0455 -7.3774 -4.1079  0.086
H 4.7029 -7.3605 -3.4851  0.086
H 3.3874 -8.1334 -2.5437  0.086
C -10.3303 -0.8099 3.2884  -0.076
N -9.1297 -0.8391 2.4810  0.006
C -8.3836 0.2097 2.0444  -0.526
C -8.8230 1.5975 2.4239  -0.003
O -7.3851 0.0051 1.3618  0.011
H -10.1435 -1.3806 4.2006  0.084
H -11.1333 -1.2906 2.7255  0.084
H -10.6276 0.2037 3.5497  0.076
H -8.7718 -1.7366 2.1861  0.143
H -8.1285 2.3251 2.0025  0.072
H -9.8191 1.7985 2.0235  0.089
H -8.8212 1.7080 3.5103  0.092

## Properties
E_LUMO, hartree: -0.0520
HOMO-LUMO gap, eV: 6.9
SMILES: C=Cc1c(P(=N)(O)O)c(CCc2ccccc2)c(CCN(CC)C(C)=O)c2nc(F)c(CCCNCc3ccccc3O)nc12.CNC(C)=O.CNC(C)=O.CNC(C)=O
E_HOMO, eV: -8.3

ORCA calculation (ωB97M-V/def2-TZVPD) on 3 unconnected molecules or ions with the total composition C16H38BNO4 at a distorted geometry.

Each line ends with the natural charge from an NBO analysis.
Cartesian coordinates (Å):
C 3.6999 2.2615 4.1610  -0.632
C 3.9697 3.3782 3.1413  -0.238
N 3.0458 4.4890 3.1281  -0.326
O 2.5837 4.8071 4.4565  -0.403
C 1.4055 5.4708 4.4505  0.984
O 1.2230 6.4767 5.1090  -0.548
O 0.4681 4.9323 3.6409  -0.709
B 0.2326 3.5575 3.7371  1.140
C -0.0506 2.8467 5.1111  -1.034
O 0.1949 2.8930 2.5608  -0.872
H 2.7638 2.3806 4.6709  0.212
H 3.6604 1.3131 3.6458  0.207
H 4.5201 2.1956 4.8548  0.219
H 4.9784 3.7467 3.2547  0.191
H 3.9082 2.9527 2.1525  0.206
H 2.2661 4.3406 2.5063  0.364
H -1.0188 2.3695 5.1051  0.251
H -0.0012 3.5600 5.9218  0.247
H 0.6615 2.0633 5.3223  0.242
H 0.1564 1.9541 2.7216  0.497
C -3.0813 0.1198 3.0835  -0.613
C -3.1971 -1.0204 2.0745  -0.399
C -1.9128 -1.2587 1.2832  -0.398
C -1.4647 -0.0770 0.4222  -0.394
C -2.4868 0.4003 -0.6071  -0.399
C -2.8347 -0.6603 -1.6474  -0.610
H -2.8731 1.0732 2.5942  0.201
H -4.0090 0.2370 3.6442  0.215
H -2.2806 -0.0782 3.8007  0.195
H -4.0300 -0.8248 1.3947  0.197
H -3.4507 -1.9394 2.6083  0.203
H -2.0404 -2.1430 0.6533  0.203
H -1.1073 -1.5047 1.9829  0.196
H -0.5435 -0.3570 -0.0989  0.202
H -1.1982 0.7662 1.0670  0.189
H -2.0775 1.2753 -1.1176  0.205
H -3.3987 0.7399 -0.1088  0.195
H -1.9421 -0.9817 -2.1880  0.200
H -3.5424 -0.2651 -2.3769  0.212
H -3.2913 -1.5409 -1.1931  0.201
C 1.2900 -1.7376 -2.7724  -0.611
C 0.3910 -1.6124 -3.9996  -0.401
C -0.4596 -2.8549 -4.2570  -0.399
C 0.3342 -4.1295 -4.5469  -0.397
C 1.2886 -4.0361 -5.7362  -0.398
C 0.5828 -3.7646 -7.0620  -0.610
H 2.0102 -2.5497 -2.8798  0.202
H 1.8553 -0.8185 -2.6121  0.209
H 0.6967 -1.9270 -1.8746  0.198
H 0.9988 -1.3793 -4.8777  0.197
H -0.2772 -0.7586 -3.8593  0.201
H -1.1403 -2.6513 -5.0882  0.201
H -1.0975 -3.0350 -3.3858  0.200
H -0.3735 -4.9451 -4.7239  0.201
H 0.9033 -4.4160 -3.6582  0.199
H 1.8353 -4.9791 -5.8145  0.202
H 2.0417 -3.2640 -5.5573  0.193
H -0.1440 -4.5485 -7.2829  0.201
H 1.3010 -3.7340 -7.8822  0.210
H 0.0580 -2.8084 -7.0523  0.200

## Properties
E_LUMO, hartree: 0.0096
HOMO-LUMO gap, eV: 9.5
SMILES: CCNOC(=O)OB(C)O.CCCCCC.CCCCCC
E_HOMO, eV: -9.3

ORCA calculation (ωB97M-V/def2-TZVPD) on 2 unconnected molecules or ions with the total composition C3H10OS2 at a distorted geometry.

Each line ends with the natural charge from an NBO analysis.
Cartesian coordinates (Å):
C 0.5339 -0.7845 2.2736  -0.638
C -0.4938 0.0509 1.5185  -0.534
S 0.0149 0.4084 -0.1996  0.049
S -0.2544 -1.8824 -0.7081  0.107
C -0.4294 -1.5144 -2.4424  -0.766
H -0.0057 -1.3273 3.0625  0.213
H 1.1080 -1.5061 1.6852  0.229
H 1.3596 -0.2318 2.7265  0.217
H -0.8052 1.0215 1.8990  0.226
H -1.4379 -0.4840 1.5045  0.221
H 0.4137 -0.9859 -2.8639  0.225
H -1.3710 -1.0358 -2.7063  0.222
H -0.4850 -2.5227 -2.8907  0.227
O 0.8395 4.3335 0.3527  -0.932
H 0.8263 3.3877 0.5305  0.465
H 0.2080 4.4231 -0.3706  0.467

## Properties
E_LUMO, hartree: -0.0251
HOMO-LUMO gap, eV: 7.9
SMILES: CCSSC.O
E_HOMO, eV: -8.6

ORCA calculation (ωB97M-V/def2-TZVPD) on 2 unconnected molecules or ions with the total composition C5H10BN at a distorted geometry.

Each line ends with the natural charge from an NBO analysis.
Cartesian coordinates (Å):
B 2.9480 1.2879 -0.7448  0.430
C 0.1122 -1.4132 1.7294  -0.412
C -1.9890 -0.3168 -0.1538  -0.420
C -1.5542 0.9936 0.3222  -0.403
C 0.4844 -0.5045 0.7951  -0.182
C -0.4623 0.0177 -0.2227  -0.282
N 2.4697 0.7966 -1.8419  -1.294
H 0.6656 -1.5158 2.6889  0.196
H -0.7187 -2.0487 1.7412  0.186
H -2.4052 -1.0446 0.5731  0.230
H -2.3701 -0.4393 -1.2284  0.218
H -1.6728 1.8489 -0.3682  0.223
H -1.6196 1.0327 1.4819  0.234
H 1.4027 -0.0184 0.9058  0.209
H -0.0793 0.4339 -1.1125  0.196
H 3.1137 0.6682 -2.6153  0.437
H 1.6750 0.2217 -1.9501  0.433

## Properties
E_LUMO, hartree: 0.0272
HOMO-LUMO gap, eV: 9.2
E_HOMO, eV: -8.5

ORCA calculation (ωB97M-V/def2-TZVPD) on a molecular structure, C4H5N3 at a distorted geometry.

Each line ends with the natural charge from an NBO analysis.
Cartesian coordinates (Å):
N -1.6806 -0.5139 1.8346  -0.337
C -0.6799 0.0487 1.6521  0.204
C 0.2593 -0.7581 -0.9300  0.198
C -0.4241 0.6231 -1.0676  -0.317
N 0.2889 1.4522 -0.1430  -0.509
C 0.4611 0.8275 0.9745  0.087
N 0.9595 -0.8734 0.1104  -0.576
H 0.0577 -1.5857 -1.6066  0.200
H -0.3891 1.0147 -2.0923  0.224
H -1.4818 0.4333 -0.8118  0.212
H 1.3125 1.0725 1.6093  0.219
H 1.3165 -1.7409 0.4704  0.395

## Properties
E_LUMO, hartree: 0.0217
HOMO-LUMO gap, eV: 9.6
E_HOMO, eV: -9.0

ORCA calculation (ωB97M-V/def2-TZVPD) on 2 unconnected molecules or ions with the total composition C4H11O2P at a distorted geometry.

Each line ends with the natural charge from an NBO analysis.
Cartesian coordinates (Å):
C -1.3368 0.5730 1.4403  -0.611
C 0.1035 0.3243 1.0117  -0.717
P 0.1986 -0.8986 -0.3932  1.041
C 2.0467 -0.8869 -0.5860  -0.956
O 0.0618 -2.2440 0.5582  -0.989
H -1.9025 1.0559 0.6447  0.201
H -1.8224 -0.3712 1.6820  0.211
H -1.3700 1.2100 2.3230  0.212
H 0.6726 -0.1031 1.8431  0.223
H 0.5789 1.2568 0.7044  0.217
H 2.5270 -0.9562 0.3908  0.226
H 2.3432 -1.7431 -1.1926  0.233
H 2.3589 0.0218 -1.0937  0.228
H -0.3983 -2.9685 0.1350  0.497
C -1.1544 0.6432 -3.2673  0.284
O -0.8542 0.2185 -4.3403  -0.502
H -2.0107 0.2638 -2.6850  0.107
H -0.5936 1.4521 -2.7652  0.096

## Properties
E_LUMO, hartree: 0.0281
HOMO-LUMO gap, eV: 9.8
SMILES: CCP(C)O.C=O
E_HOMO, eV: -9.0

ORCA calculation (ωB97M-V/def2-TZVPD) on a molecular structure, C18H16MnN5O2S2.

Each line ends with the natural charge from an NBO analysis.
Cartesian coordinates (Å):
Mn 0.3381 -0.2470 -0.7521  1.432
S 0.5329 1.8894 0.1394  -0.017
C 1.9358 1.2016 0.9110  -0.234
S 2.5818 -0.0571 -0.1052  -0.106
C 2.4110 1.5168 2.1429  -0.396
C 3.4451 0.7106 2.7214  0.287
N 4.2243 0.0113 3.1981  -0.306
C 1.8184 2.5696 2.9104  0.275
N 1.3179 3.4149 3.5074  -0.280
N 1.1044 -3.5837 3.4753  -0.782
C 0.3265 -3.2932 2.4050  0.359
C 0.6868 -2.2778 1.5067  -0.033
N -0.0751 -1.9910 0.4576  -0.534
C -1.2010 -2.6980 0.2702  -0.070
C -1.5213 -3.7069 1.1626  0.039
N -0.7810 -4.0118 2.2209  -0.415
H 1.9266 -3.0512 3.6924  0.409
H 0.8001 -4.3042 4.1044  0.413
H 1.5998 -1.7160 1.6475  0.222
H -1.8372 -2.4392 -0.5670  0.266
H -2.4244 -4.2865 1.0178  0.212
C -4.0395 2.5350 -7.1190  -0.629
C -3.5571 1.7624 -5.9210  0.014
C -3.6005 0.3767 -5.8922  -0.228
C -3.1585 -0.3493 -4.7913  0.035
C -3.2589 -1.8528 -4.8180  -0.632
C -2.6287 0.3441 -3.7007  -0.127
C -2.5658 1.7431 -3.7053  0.030
C -2.0211 2.5371 -2.5438  -0.632
C -3.0465 2.4276 -4.8122  -0.227
C -2.1587 -0.4290 -2.5079  0.791
O -2.8302 -1.3024 -1.9972  -0.626
O -0.9582 -0.0935 -2.0766  -0.895
H -4.5554 1.8868 -7.8258  0.215
H -3.2005 3.0016 -7.6388  0.222
H -4.7227 3.3307 -6.8201  0.220
H -3.9963 -0.1599 -6.7477  0.204
H -3.4684 -2.1958 -5.8302  0.210
H -4.0541 -2.1997 -4.1587  0.237
H -2.3375 -2.3256 -4.4770  0.216
H -2.3591 2.1415 -1.5849  0.215
H -2.3470 3.5738 -2.6159  0.217
H -0.9303 2.5244 -2.5380  0.224
H -3.0208 3.5123 -4.8113  0.204

## Properties
E_LUMO (spin up / spin down), hartree: -0.1133 / -0.0407
HOMO-LUMO gap (spin up / spin down), eV: 5.9 / 7.9
E_HOMO (spin up / spin down), eV: -9.0 / -9.0
2S+1: 5

ORCA calculation (ωB97M-V/def2-TZVPD) on 9 unconnected molecules or ions with the total composition C37H49N8O15 at a distorted geometry.

Each line ends with the Löwdin charge.
Cartesian coordinates (Å):
C 0.4703 0.2057 0.4609  -0.827
O -0.6057 -0.3633 0.7749  -0.059
O 1.5153 0.1367 1.3979  0.059
O 0.7903 0.7727 -0.5501  -0.021
H 1.2233 -0.3853 2.0679  0.005
C -4.7587 1.0457 2.8799  -0.070
C -3.3027 1.2487 2.8239  0.047
C -2.6617 2.7287 2.6679  0.134
C -3.6177 3.9657 2.6999  -0.072
C -5.1777 3.6117 2.6929  0.078
C -5.6667 2.1847 2.9569  -0.041
N -3.0657 5.2887 2.5549  -0.349
O -3.8767 6.2227 2.8689  0.020
O -1.8937 5.2797 2.8379  0.074
H -5.0667 0.1337 3.0889  0.033
H -2.5507 0.5887 2.6429  0.009
H -1.7187 2.8427 2.3849  0.030
H -6.0327 4.2027 2.7079  0.046
H -6.6047 1.8337 3.0199  0.037
C -4.0827 -0.7753 -0.1901  -0.031
C -3.9037 -2.2733 -0.5031  -0.014
C -5.0847 -3.1043 -0.7721  0.061
C -6.5387 -2.4203 -0.5181  -0.147
C -6.6047 -1.0603 -0.2801  -0.009
C -5.3657 -0.1353 -0.1821  -0.037
N -7.6937 -3.2583 -0.4471  -0.368
O -7.6827 -4.3963 -0.1761  0.100
O -8.8057 -2.6493 -0.2021  -0.026
H -3.1837 -0.4873 0.0519  0.002
H -2.9547 -2.7553 -0.7271  0.086
H -4.9657 -4.1003 -0.8211  0.032
H -7.6827 -0.4473 -0.0271  0.176
H -5.4817 1.0077 -0.0661  0.113
C 3.7703 -2.7453 0.4489  -0.020
C 4.5943 -3.3333 -0.7791  0.026
C 6.1463 -3.3443 -0.6741  0.035
C 6.8263 -3.0103 0.6519  -0.121
C 6.0223 -2.3453 1.7499  0.089
C 4.4523 -2.1973 1.5549  -0.030
N 8.2673 -3.0213 0.7559  -0.364
O 8.7773 -2.5253 1.8339  -0.002
O 8.9973 -3.4063 -0.1181  0.077
H 2.8183 -2.7653 0.4639  0.006
H 4.0163 -3.3233 -1.6891  0.043
H 6.4433 -3.6753 -1.6561  0.074
H 6.4913 -1.8843 2.5639  0.066
H 3.8573 -1.6473 2.2869  0.081
C -2.2527 -1.7533 -4.2271  -0.131
C -2.0897 -2.9543 -5.1241  -0.008
C -0.7277 -3.7083 -4.8401  0.046
C 0.0713 -3.4243 -3.5501  -0.142
C -0.1067 -2.0853 -2.9181  0.059
C -1.3307 -1.2563 -3.3581  -0.090
N 1.0573 -4.3653 -3.0261  -0.280
O 1.1503 -5.5783 -3.6401  -0.030
O 1.9123 -3.9693 -2.2291  0.049
H -3.2557 -1.4123 -4.5981  0.107
H -2.8597 -3.2783 -5.7561  0.053
H -0.4927 -4.6513 -5.4941  0.113
H 0.4503 -1.4753 -2.0291  0.151
H -1.5297 -0.2823 -2.7931  0.120
C 3.2333 2.7217 -2.3001  -0.263
O 4.2563 3.4967 -1.9071  -0.120
N 2.8513 2.5237 -3.5301  -0.202
C 1.7233 1.6567 -3.8661  -0.100
C 3.5393 3.1777 -4.7041  -0.011
H 2.6893 2.2297 -1.6311  0.068
H 0.9463 1.3577 -2.9991  0.103
H 2.1213 0.4717 -4.2641  0.142
H 1.2663 1.8247 -4.8761  0.070
H 3.9393 2.3507 -5.2561  0.069
H 4.3613 3.9597 -4.3851  0.124
H 2.6223 3.6827 -5.0971  0.090
C 7.2793 1.4147 2.3529  -0.396
O 7.3003 1.6427 3.5869  -0.046
N 6.2293 1.2107 1.6419  -0.168
C 6.3113 0.9817 0.1909  -0.033
C 4.8783 1.5767 2.2099  -0.056
H 8.2063 1.4927 1.7879  0.129
H 7.3143 0.8507 -0.1001  0.069
H 5.7083 1.6757 -0.3801  0.066
H 5.6603 0.1257 -0.0921  0.084
H 3.9353 1.6607 1.4819  0.101
H 4.6773 2.7267 2.6539  0.138
H 4.5663 0.7767 3.0359  0.104
C -1.1487 -1.2653 3.7399  -0.284
O -0.5007 -0.2263 4.0469  -0.046
N -1.9327 -1.9663 4.6639  -0.215
C -2.8207 -3.0813 4.2589  -0.055
C -1.9907 -1.5883 6.0319  -0.055
H -1.1817 -1.5503 2.6029  0.138
H -3.8777 -2.9883 4.5589  0.086
H -2.6057 -3.9773 4.6789  0.024
H -2.5997 -3.2653 3.0929  0.134
H -1.9077 -2.4983 6.5619  0.073
H -2.9887 -1.2553 6.1489  0.075
H -1.2027 -0.7953 6.0979  0.110
C -2.1147 2.5417 -1.0001  -0.322
O -3.2947 2.2607 -0.8641  -0.015
N -1.6627 3.4327 -1.8971  -0.202
C -0.2857 3.7117 -2.0421  -0.098
C -2.6417 4.3867 -2.3641  -0.067
H -1.2667 1.9387 -0.3251  0.176
H 0.3493 2.9527 -1.6311  0.026
H 0.1073 4.4207 -1.1541  0.139
H -0.0027 4.0977 -3.0131  0.084
H -2.8387 5.1277 -1.5901  0.090
H -3.4737 3.7917 -2.6511  0.057
H -2.5737 4.9357 -3.4291  0.132

## Properties
E_LUMO, hartree: 0.0035
HOMO-LUMO gap, eV: 6.9
E_HOMO, eV: -6.8
Total charge: -1